Computed, not measured: C30H37GeN4PbS5 as an isolated structure at a distorted geometry, with wB97M-V/def2-TZVPD.

* total charge: +2
* ⟨S²⟩: 0.76
* largest force on an atom: 0.03089 Eh/bohr
* spin multiplicity: 2
* gap between HOMO and LUMO (spin up / spin down): 6.6512 / 4.1826 eV
* lowest unoccupied orbital energy (spin up / spin down): -5.4 / -7.7 eV
* energy relative to the best compared isomer or geometry (same formula, charge and spin): 68.45 kJ/mol
* highest occupied orbital energy (spin up / spin down): -12.001 / -11.853 eV

Last column: Mulliken charge in e.
Cartesian coordinates (Å):
Pb1 0.421 0.657 -0.402  0.6589
N1 2.739 0.068 0.007  -0.4895
C1 3.896 0.073 0.125  0.4325
N2 5.178 0.117 0.225  -0.0237
C2 5.898 -0.249 1.447  -0.5036
C3 6.586 -1.599 1.265  -0.5493
C4 7.477 -1.579 0.022  -0.7487
C5 6.668 -1.196 -1.218  -0.6254
C6 5.995 0.155 -0.995  -0.7383
H1 5.198 -0.259 2.284  0.2968
H2 6.646 0.528 1.632  0.2620
H3 5.830 -2.383 1.168  0.2836
H4 7.188 -1.811 2.149  0.3735
H5 7.920 -2.564 -0.124  0.3307
H6 8.288 -0.859 0.161  0.3256
H7 5.908 -1.956 -1.419  0.2958
H8 7.320 -1.123 -2.088  0.3637
H9 5.358 0.439 -1.834  0.4329
H10 6.754 0.930 -0.859  0.3475
C7 1.095 4.533 4.378  -0.6375
C8 2.089 3.863 3.679  -0.9841
C9 1.816 2.635 3.102  0.0676
C10 0.550 2.062 3.216  0.4244
C11 -0.440 2.741 3.919  -0.1577
C12 -0.164 3.966 4.507  -0.7515
Ge1 0.193 0.310 2.380  0.5833
C13 -1.622 -0.292 2.919  0.3988
C14 -2.752 0.460 2.602  0.1225
C15 -4.004 0.090 3.069  -1.0704
C16 -4.141 -1.044 3.859  -0.6858
C17 -3.025 -1.803 4.175  -0.7203
C18 -1.774 -1.433 3.703  -0.4931
C19 1.494 -1.038 2.999  0.1821
C20 1.376 -2.359 2.574  -0.3646
C21 2.218 -3.337 3.075  -0.8060
C22 3.202 -2.997 3.993  -0.5513
C23 3.342 -1.680 4.402  -0.6062
C24 2.494 -0.702 3.905  -0.2851
H11 1.303 5.494 4.827  0.4415
H12 3.073 4.302 3.584  0.4705
H13 2.591 2.105 2.560  0.5185
H14 -1.424 2.302 4.023  0.4191
H15 -0.934 4.479 5.067  0.4539
H16 -2.644 1.362 2.010  0.3886
H17 -4.870 0.700 2.844  0.5838
H18 -5.112 -1.324 4.244  0.4357
H19 -3.125 -2.678 4.802  0.4450
H20 -0.906 -2.023 3.963  0.4190
H21 0.612 -2.620 1.850  0.4310
H22 2.109 -4.364 2.755  0.4472
H23 3.857 -3.759 4.391  0.4418
H24 4.108 -1.414 5.118  0.4680
H25 2.592 0.322 4.242  0.4507
C25 2.579 3.586 -1.734  -0.9679
S1 1.943 3.038 -0.106  0.3821
C26 0.720 4.272 0.182  -0.5421
C27 -0.617 4.062 0.223  0.3700
S2 -1.445 2.584 -0.052  -0.4020
S3 -1.596 5.477 0.551  -0.0289
C28 -0.288 6.632 0.648  0.0745
S4 -0.523 8.224 0.881  -0.1202
S5 1.286 5.897 0.511  0.0353
H26 3.568 3.152 -1.843  0.3033
H27 2.655 4.670 -1.708  0.4282
H28 1.921 3.263 -2.535  0.2996
N3 -5.407 -1.104 -0.919  -0.1936
C29 -4.466 -0.299 -1.768  -0.7303
C30 -3.018 -0.800 -1.689  -0.7798
N4 -2.360 -0.579 -0.416  0.0888
H29 -6.371 -0.789 -1.068  0.3934
H30 -5.185 -0.997 0.078  0.2072
H31 -5.357 -2.099 -1.160  0.3830
H32 -4.512 0.738 -1.429  0.3976
H33 -4.819 -0.343 -2.798  0.4171
H34 -2.469 -0.254 -2.460  0.2580
H35 -2.969 -1.864 -1.933  0.5358
H36 -2.589 -1.268 0.290  0.2339
H37 -2.564 0.341 -0.043  -0.2475

Cartesian forces (eV/Å) of the 6 atoms listed first:
-0.524 -0.054 -0.468
0.774 -0.220 0.132
-0.503 -0.036 0.062
0.454 0.190 -0.108
0.114 -0.288 0.447
0.100 0.202 -0.094

***

Computed, not measured: C30H37MoN7S2Te as an isolated structure at a distorted geometry, with wB97M-V/def2-TZVPD.

* total charge: +2
* ⟨S²⟩: 2.03
* largest force on an atom: 0.03452 Eh/bohr
* spin multiplicity: 3
* gap between HOMO and LUMO (spin up / spin down): 5.6905 / 6.0150 eV
* lowest unoccupied orbital energy (spin up / spin down): -6.4 / -6.7 eV
* highest occupied orbital energy (spin up / spin down): -12.089 / -12.705 eV

Last column: Mulliken charge in e.
Cartesian coordinates (Å):
Mo1 1.092 -0.523 0.030  -0.1417
N1 2.287 1.160 -0.979  -0.1889
C1 2.492 2.414 -0.221  -0.7042
C2 2.924 2.038 1.179  -0.8134
N2 1.814 1.354 1.850  0.0521
C3 1.095 2.288 2.766  -0.6922
C4 0.361 3.485 2.166  -1.1691
N3 -0.780 3.111 1.329  -0.3551
H1 1.847 1.391 -1.867  0.2705
H2 3.207 0.783 -1.193  0.2853
H3 3.248 3.038 -0.700  0.4417
H4 1.544 2.945 -0.193  0.3041
H5 3.780 1.360 1.109  0.3772
H6 3.247 2.923 1.734  0.4793
H7 2.202 0.655 2.472  0.1784
H8 0.396 1.703 3.357  0.4850
H9 1.836 2.706 3.456  0.4166
H10 0.049 4.101 3.014  0.5076
H11 1.053 4.098 1.586  0.4199
H12 -1.555 2.851 1.931  0.2305
H13 -1.107 3.922 0.812  0.2279
S1 0.101 -2.820 -0.420  -0.2929
C5 0.732 -2.467 -1.981  0.5769
C6 0.546 -3.241 -3.126  -0.8243
C7 1.137 -2.835 -4.300  -0.3078
C8 1.920 -1.678 -4.295  -0.9970
C9 2.041 -0.960 -3.131  -0.2556
N4 1.431 -1.319 -1.983  0.3956
H14 -0.054 -4.138 -3.063  0.4970
H15 1.012 -3.406 -5.211  0.4387
H16 2.428 -1.332 -5.183  0.4433
H17 2.653 -0.067 -3.124  0.5838
N5 0.801 -2.913 3.366  -0.0640
C10 -0.572 -3.157 3.597  0.1887
C11 -1.008 -4.368 4.113  -0.7903
C12 -2.366 -4.580 4.293  -0.6896
C13 -3.290 -3.610 3.929  -0.7059
C14 -2.857 -2.401 3.401  -0.7362
C15 -1.497 -2.182 3.271  0.7152
S2 -0.845 -0.612 2.820  -0.1723
N6 0.515 -1.119 1.886  0.5528
C16 1.251 -2.094 2.401  0.7278
C17 2.582 -2.244 1.838  0.6190
C18 3.578 -3.036 2.407  -1.2456
C19 4.810 -3.127 1.799  -0.7046
C20 5.005 -2.437 0.605  -1.0058
C21 3.987 -1.656 0.112  -0.1698
N7 2.789 -1.520 0.707  0.8431
H18 1.409 -3.668 3.644  0.1662
H19 -0.297 -5.142 4.378  0.4044
H20 -2.704 -5.514 4.718  0.4148
H21 -4.347 -3.791 4.065  0.4256
H22 -3.557 -1.623 3.127  0.4717
H23 3.394 -3.557 3.337  0.5518
H24 5.603 -3.722 2.229  0.4799
H25 5.939 -2.517 0.068  0.4630
H26 4.115 -1.122 -0.821  0.3361
C22 -4.781 3.943 -4.365  -1.4997
C23 -3.974 3.109 -3.416  0.5096
C24 -4.590 2.229 -2.531  -0.9970
C25 -3.866 1.438 -1.650  0.3900
C26 -4.621 0.514 -0.730  -1.6813
C27 -2.461 1.538 -1.669  0.0795
Te1 -1.422 0.240 -0.369  0.8687
C28 -1.817 2.422 -2.547  0.9804
C29 -0.315 2.533 -2.604  -0.5363
C30 -2.586 3.192 -3.404  -0.8644
H27 -5.841 3.891 -4.128  0.3634
H28 -4.643 3.592 -5.389  0.3241
H29 -4.460 4.985 -4.330  0.3784
H30 -5.671 2.158 -2.533  0.3343
H31 -5.693 0.662 -0.848  0.4092
H32 -4.365 0.701 0.314  0.2938
H33 -4.400 -0.531 -0.951  0.3552
H34 0.114 2.309 -1.627  -0.8853
H35 -0.012 3.536 -2.905  0.3907
H36 0.080 1.830 -3.344  0.3761
H37 -2.092 3.876 -4.087  0.4659

Cartesian forces (eV/Å) of the 6 atoms listed first:
0.165 1.480 -0.966
-0.166 -0.257 0.191
0.143 0.065 0.292
0.011 0.064 -0.171
-0.135 -0.009 -0.313
-0.168 0.173 0.043